A structure of composition C33H35ClGe2IrN4O2Se2, computed with the ωB97M-V functional and the def2-TZVPD basis.

Last column: Mulliken charge in e.
CARTESIAN COORDINATES (ANGSTROEM)
Ir  0.78  0.20  0.73  1.53
C  -6.17  1.44  0.44  -1.20
Ge  -4.79  0.36  -0.43  0.70
C  -5.08  -1.54  -0.09  -1.25
C  -4.71  0.71  -2.36  -1.12
Ge  -2.67  0.92  0.60  -0.79
C  -2.20  2.81  0.62  0.56
C  -1.17  3.30  1.44  0.15
C  -0.80  4.63  1.40  -0.82
C  -1.45  5.51  0.54  -0.67
C  -2.47  5.04  -0.29  -0.76
C  -2.83  3.71  -0.24  -0.20
C  -2.52  0.15  2.38  0.29
C  -2.61  0.93  3.53  -0.25
C  -2.63  0.33  4.79  -0.71
C  -2.56  -1.05  4.91  -0.56
C  -2.48  -1.84  3.77  -0.73
C  -2.45  -1.24  2.52  -0.10
H  -7.16  1.20  0.04  0.44
H  -5.98  2.50  0.28  0.39
H  -6.18  1.25  1.51  0.38
H  -5.99  -1.88  -0.59  0.45
H  -5.19  -1.72  0.98  0.38
H  -4.24  -2.13  -0.45  0.32
H  -5.50  0.16  -2.87  0.43
H  -3.75  0.40  -2.77  0.34
H  -4.85  1.77  -2.57  0.36
H  -0.65  2.63  2.11  0.50
H  -0.01  4.99  2.04  0.49
H  -1.17  6.55  0.51  0.40
H  -2.98  5.72  -0.96  0.44
H  -3.63  3.36  -0.89  0.26
H  -2.68  2.00  3.46  0.46
H  -2.70  0.95  5.68  0.44
H  -2.58  -1.51  5.89  0.46
H  -2.43  -2.91  3.86  0.43
H  -2.37  -1.87  1.63  0.36
C  3.04  -3.51  0.84  -0.99
N  1.95  -3.61  -0.12  0.33
C  1.46  -2.63  -0.89  -0.40
Se  2.10  -0.84  -0.95  -0.11
N  0.45  -3.12  -1.61  0.16
C  0.24  -4.45  -1.29  0.41
C  -0.69  -5.39  -1.74  -0.94
C  -0.59  -6.65  -1.20  -0.50
C  0.40  -6.98  -0.25  -0.63
C  1.32  -6.05  0.19  -0.72
C  1.21  -4.77  -0.35  0.86
H  3.21  -2.46  1.06  0.30
H  3.94  -3.95  0.42  0.34
H  2.75  -4.04  1.74  0.35
H  -0.13  -2.54  -2.19  0.28
H  -1.44  -5.14  -2.47  0.45
H  -1.28  -7.42  -1.51  0.41
H  0.44  -7.99  0.14  0.41
H  2.08  -6.30  0.91  0.45
Cl  1.70  -2.81  8.53  -0.19
C  1.52  -2.18  6.93  0.43
C  1.22  -3.06  5.89  -0.98
C  1.07  -2.55  4.61  -0.11
C  1.22  -1.18  4.38  0.34
C  1.51  -0.32  5.43  -0.27
C  1.66  -0.82  6.71  -0.81
C  1.02  -0.65  3.03  0.33
O  1.10  0.61  2.79  -0.78
O  0.76  -1.41  2.04  -0.80
H  1.11  -4.11  6.09  0.43
H  0.82  -3.20  3.79  0.64
H  1.61  0.74  5.24  0.48
H  1.89  -0.17  7.54  0.44
Se  -1.06  -0.14  -0.81  -0.85
N  0.44  2.60  -1.17  0.35
C  0.82  3.87  -1.35  -0.28
C  1.76  4.16  -0.40  -0.87
C  1.90  2.99  0.35  -0.32
N  1.09  2.05  -0.13  0.03
H  -0.26  2.03  -1.63  0.07
H  0.39  4.46  -2.14  0.52
H  2.28  5.10  -0.25  0.42
H  2.52  2.78  1.20  0.51

Computed properties:
Relative energy (zero: lowest compared OMol25 entry of this formula, charge and spin) in eV: 0.000
Molecular weight in g/mol: 1050.48
Gap between HOMO and LUMO in Eh: 0.2526
LUMO in eV: -3.64
Net charge: +1